No. 1
Density functional theory data (the ωB97M-V functional and the def2-TZVPD basis) for one molecule with the formula C4H3NS2 at a distorted geometry.

HOMO energy (alpha / beta), eV: -8.106 / -8.447
E, eV: -27352.1613
Multiplicity: 3
ΔE to the lowest compared entry with this formula, charge and spin, kcal/mol: 22.3
Frontier orbital gap (alpha / beta), eV: 8.3 / 6.1

Geometry as XYZ:
```
10
Properties=species:S:1:pos:R:3:forces:R:3
C 0.137569 0.014520 0.399979 -0.2680 0.2439 0.1644
C -0.513697 1.230421 -0.026619 2.4448 1.1596 -1.0337
C -0.781455 -1.015256 0.373982 -0.2742 -0.8222 1.0304
C -1.721209 0.882650 -0.504454 -1.0262 -2.1067 0.8263
N -1.975748 -0.516266 -0.133225 1.7414 2.3490 -1.1732
S -4.211971 0.832721 0.237875 -1.0633 -1.1186 -0.2949
S -3.603130 -1.021902 -0.166020 0.4900 1.9118 0.7542
H 1.201718 0.108178 0.639356 -0.5680 -0.9006 0.1736
H 0.158596 2.170317 -0.188815 -1.9654 -1.6581 0.3662
H -0.817059 -2.024070 0.849005 0.4889 0.9420 -0.8133
```
Forces are in eV/Å.

No. 2
Density functional theory data (the ωB97M-V functional and the def2-TZVPD basis) for C42H43ClGeN2OPZn as an isolated structure.

Charge: +1
HOMO energy, eV: -9.927
E, eV: -176020.6278
Frontier orbital gap, eV: 7.1

Geometry as XYZ:
```
92
Properties=species:S:1:pos:R:3:forces:R:3
Zn -0.437581 -0.648185 -1.499947 0.1915 0.1848 0.3282
Cl 6.442658 2.581883 -2.882785 0.0082 -0.0066 0.0025
C 4.852323 2.030553 -2.463913 -0.0018 -0.0736 -0.0070
C 3.830873 2.974782 -2.246610 0.0468 0.0228 -0.0019
C 2.564305 2.570373 -1.942350 -0.0548 -0.0337 0.0332
C 2.223304 1.193671 -1.800812 -0.0427 -0.0657 0.0685
O 1.014450 0.851602 -1.543235 -0.0659 0.1374 -0.1016
C 3.283635 0.258361 -1.987611 0.0435 -0.0152 -0.0254
C 3.062086 -1.144563 -1.992316 -0.0183 0.0418 -0.0450
N 2.126590 -1.817837 -1.387740 0.0266 0.0384 0.0886
C 1.944786 -3.158294 -1.822585 -0.0971 -0.1547 -0.0533
C 2.942054 -4.090381 -1.749744 -0.0363 0.0135 -0.0050
C 2.731853 -5.415205 -2.180406 0.0135 -0.0408 0.0075
C 1.517123 -5.794753 -2.665904 -0.0415 0.0523 0.0042
C 0.458762 -4.857117 -2.747615 0.0673 -0.0559 -0.0027
C -0.818343 -5.216446 -3.230611 -0.0628 0.0068 -0.0047
C -1.810723 -4.283544 -3.273304 0.0666 0.0372 0.0255
C -1.518319 -2.977619 -2.844073 0.0101 -0.1101 -0.0149
N -0.336464 -2.592243 -2.410352 -0.1840 -0.1165 -0.1015
C 0.664472 -3.523948 -2.335021 0.1621 0.0901 0.0816
C 4.575329 0.700656 -2.366559 0.0338 0.1275 0.0040
H 4.064428 4.027304 -2.342167 -0.0135 0.0017 -0.0028
H 1.771997 3.293698 -1.803983 -0.0098 0.0176 0.0101
H 3.735714 -1.721906 -2.629707 -0.0296 -0.0104 -0.0161
H 3.902173 -3.803193 -1.339020 -0.0021 0.0044 0.0107
H 3.539484 -6.130455 -2.107501 0.0069 0.0037 -0.0067
H 1.338172 -6.810985 -2.990828 0.0048 -0.0167 0.0002
H -0.993839 -6.235940 -3.549997 0.0045 -0.0081 -0.0127
H -2.803968 -4.517729 -3.626239 -0.0149 -0.0137 0.0037
H -2.298091 -2.227023 -2.842898 -0.0121 0.0462 -0.0375
H 5.354488 -0.026892 -2.557597 0.0018 -0.0134 -0.0016
C -4.413866 -0.539632 3.007240 -0.0292 -0.0204 -0.0039
C -3.154813 -0.100647 3.394224 0.0368 -0.0009 0.0197
C -2.371689 0.622534 2.510454 0.0441 0.0040 0.0702
C -2.854625 0.899151 1.234217 -0.1072 0.0057 -0.0520
C -4.116508 0.456607 0.842892 0.0330 -0.0386 -0.0173
C -4.895728 -0.262429 1.735775 0.0147 0.0017 0.0082
P -1.882283 1.880082 0.105805 -0.0199 0.1248 -0.0080
C -1.940638 3.606729 0.564862 0.0241 0.0043 0.0769
C -1.116907 4.490559 -0.133791 0.0153 0.0098 -0.0002
C -1.128907 5.835572 0.186187 -0.0137 -0.0017 0.0185
C -1.962903 6.298004 1.198050 0.0179 0.0533 -0.0129
C -2.781126 5.421571 1.892050 -0.0097 -0.0289 0.0037
C -2.771322 4.069222 1.580054 -0.0262 -0.0239 0.0092
C -2.395428 1.644059 -1.575206 -0.0335 -0.1933 -0.0632
C -3.268302 2.566899 -2.152974 0.0236 0.0066 0.0100
C -3.706652 2.359919 -3.448190 -0.0215 0.0326 -0.0101
C -3.257469 1.245689 -4.140572 -0.0090 0.0158 -0.0168
C -2.390112 0.340189 -3.542280 0.0114 0.0112 0.0545
C -1.930482 0.486166 -2.227472 -0.0407 0.0958 -0.1861
H -5.021798 -1.103707 3.701997 -0.0053 -0.0035 0.0012
H -2.781238 -0.324517 4.383943 0.0021 0.0072 0.0166
H -1.391331 0.970536 2.816419 0.0013 -0.0200 -0.0087
H -4.480093 0.659694 -0.156902 0.0068 0.0168 0.0080
H -5.875716 -0.607492 1.436083 -0.0073 -0.0085 0.0078
H -0.475721 4.125321 -0.926505 0.0289 -0.0239 -0.0343
H -0.490375 6.524260 -0.349370 0.0042 0.0082 -0.0110
H -1.972893 7.351299 1.444919 0.0045 0.0013 0.0027
H -3.426593 5.787885 2.678310 -0.0072 -0.0025 0.0063
H -3.405965 3.381603 2.125178 0.0028 0.0012 -0.0107
H -3.592661 3.445067 -1.607162 0.0127 -0.0018 0.0283
H -4.375659 3.069360 -3.915549 -0.0121 -0.0074 -0.0084
H -3.574138 1.087266 -5.163790 -0.0055 -0.0006 -0.0076
H -2.046811 -0.488488 -4.151144 0.0208 -0.0451 0.0129
C -0.129579 -2.426938 4.747758 0.0033 -0.0081 0.0241
C -0.139794 -2.616281 3.237793 -0.0900 0.0071 -0.0061
C 1.198822 -3.099616 2.695338 -0.0271 -0.0283 0.0410
C 1.227524 -3.174197 1.169595 -0.0406 0.0019 -0.0083
Ge 0.984739 -1.375109 0.344748 -0.0317 -0.1142 -0.0189
C 2.247460 -0.198679 1.299270 0.1732 -0.0310 -0.0799
C 1.640070 0.645024 2.418769 -0.1763 0.0453 -0.0011
C 2.596210 1.710430 2.958038 0.0477 -0.0629 0.0430
C 2.810940 2.856616 1.978328 0.0012 0.0491 -0.0349
H -1.095064 -2.090463 5.127640 -0.0180 -0.0043 -0.0215
H 0.621335 -1.692463 5.046954 0.0079 0.0139 -0.0086
H 0.112070 -3.362388 5.254806 0.0058 -0.0133 -0.0016
H -0.421300 -1.675520 2.747222 0.0175 0.0716 0.0184
H -0.919262 -3.330219 2.952206 0.0000 -0.0028 0.0132
H 1.410736 -4.086192 3.120688 0.0122 0.0077 -0.0096
H 1.994438 -2.443072 3.061688 0.0137 0.0418 -0.0319
H 0.432304 -3.841434 0.822963 0.0285 -0.0127 -0.0377
H 2.171026 -3.607628 0.831593 0.0325 0.0499 0.0154
H -0.555805 1.463274 0.218283 0.0650 -0.0205 -0.0209
H 2.671471 0.462244 0.544367 0.0401 0.0212 0.0020
H 3.079836 -0.792251 1.690960 -0.0359 -0.0285 0.0072
H 1.294089 0.003478 3.236244 0.0506 -0.0091 -0.0129
H 0.745799 1.163645 2.044087 0.0004 -0.0354 0.0007
H 3.555201 1.241376 3.198592 -0.0105 -0.0066 -0.0080
H 2.206221 2.103560 3.900198 -0.0229 0.0206 -0.0070
H 3.206749 2.508546 1.023017 0.0069 -0.0121 -0.0134
H 3.512856 3.593635 2.368438 -0.0032 -0.0053 0.0307
H 1.867967 3.373684 1.776119 -0.0082 -0.0056 -0.0053
```
Forces are in eV/Å.